[1]
The following is a DFT calculation (ωB97M-V/def2-TZVPD) of a molecular structure, C29H64NO22PSi2 in a non-equilibrium geometry.

Last column: Mulliken charge in e.
Element x y z (Å)
C  1.331  1.247  5.051  -0.878
C  2.219  0.113  4.336  0.228
C  2.375  -1.225  5.225  -0.737
N  1.016  -1.650  5.744  -0.212
Si  0.150  -2.672  4.555  0.162
O  0.723  -2.484  2.920  -0.255
Si  -0.534  -1.970  1.838  0.594
C  -1.112  -3.320  0.605  -0.832
C  -0.082  -3.459  -0.661  -0.482
C  -0.568  -2.476  -1.836  -0.134
C  0.601  -1.650  -2.567  -0.302
C  2.032  -2.370  -2.596  -0.684
C  2.994  -1.712  -1.472  -0.246
O  3.112  -0.260  -1.684  -0.056
C  4.183  0.263  -0.933  0.568
C  4.753  1.707  -1.354  -0.935
O  4.700  -0.311  0.062  -0.553
P  0.222  -0.123  0.820  1.189
O  -0.157  1.043  1.799  -0.773
H  1.451  2.208  4.425  0.328
H  1.819  1.482  6.067  0.276
H  0.235  0.969  5.174  0.120
H  3.273  0.552  4.164  0.390
H  1.795  -0.131  3.305  -0.451
H  2.938  -2.062  4.694  0.317
H  3.011  -0.910  6.135  0.371
H  1.185  -2.217  6.600  0.336
H  -1.261  -2.258  4.558  -0.135
H  0.208  -4.105  4.891  -0.204
H  -1.748  -1.521  2.554  -0.209
H  -2.138  -2.985  0.209  0.302
H  -1.252  -4.338  1.123  0.384
H  0.949  -3.232  -0.238  0.070
H  -0.156  -4.529  -1.084  0.379
H  -1.271  -1.702  -1.351  -0.125
H  -1.203  -3.053  -2.582  0.401
H  0.274  -1.540  -3.669  0.310
H  0.634  -0.570  -2.168  0.115
H  2.534  -2.170  -3.609  0.236
H  2.011  -3.493  -2.423  0.376
H  3.997  -2.247  -1.450  0.497
H  2.554  -1.823  -0.412  -0.062
H  4.709  2.420  -0.460  0.314
H  4.090  2.184  -2.169  0.180
H  5.837  1.643  -1.708  0.295
H  -0.464  0.138  -0.412  -0.211
H  1.652  -0.138  0.704  -0.206
C  -1.653  2.798  -0.023  -0.505
O  -1.487  2.919  -1.440  -0.208
C  -2.501  3.531  -2.070  0.608
O  -3.498  3.969  -1.551  -0.564
O  -2.209  3.572  -3.385  -0.098
C  -3.206  4.201  -4.188  -0.787
H  -0.772  2.288  0.373  -0.111
H  -1.723  3.782  0.445  0.409
H  -2.535  2.196  0.210  0.332
H  -3.337  5.244  -3.892  0.323
H  -4.152  3.659  -4.122  0.319
H  -2.868  4.177  -5.224  0.241
C  -4.110  -0.176  -3.964  -0.331
O  -5.091  -1.203  -4.109  -0.322
C  -4.615  -2.361  -4.594  0.772
O  -3.471  -2.586  -4.904  -0.534
O  -5.638  -3.227  -4.676  -0.341
C  -5.278  -4.511  -5.181  -0.610
H  -4.606  0.710  -3.567  0.228
H  -3.334  -0.481  -3.258  0.041
H  -3.673  0.079  -4.932  0.295
H  -4.549  -4.992  -4.526  0.283
H  -4.890  -4.430  -6.199  0.285
H  -6.179  -5.125  -5.203  0.224
C  -5.549  0.512  3.549  -0.513
O  -5.375  0.684  4.954  -0.344
C  -4.742  -0.333  5.559  0.830
O  -4.333  -1.333  5.021  -0.541
O  -4.645  -0.043  6.867  -0.343
C  -3.990  -1.045  7.640  -0.414
H  -6.069  1.391  3.167  0.227
H  -4.582  0.437  3.047  0.184
H  -6.161  -0.369  3.341  0.285
H  -2.961  -1.182  7.300  0.074
H  -4.540  -1.988  7.596  0.309
H  -3.968  -0.708  8.677  0.237
C  2.169  -2.624  -9.416  -0.622
O  2.666  -2.434  -8.093  -0.321
C  2.816  -1.147  -7.741  0.761
O  2.572  -0.190  -8.432  -0.545
O  3.286  -1.112  -6.483  -0.298
C  3.495  0.204  -5.973  -0.746
H  2.089  -3.697  -9.591  0.220
H  1.177  -2.180  -9.523  0.293
H  2.861  -2.205  -10.151  0.291
H  2.555  0.760  -5.943  0.398
H  4.239  0.735  -6.571  0.337
H  3.873  0.111  -4.955  0.196
C  -0.054  -0.843  8.803  -0.353
O  0.939  -0.982  9.820  -0.327
C  1.612  0.147  10.090  0.747
O  1.444  1.217  9.559  -0.530
O  2.506  -0.122  11.055  -0.342
C  3.299  0.997  11.446  -0.626
H  -0.534  -1.813  8.667  0.264
H  -0.816  -0.121  9.105  0.316
H  0.403  -0.550  7.856  0.064
H  2.671  1.792  11.852  0.289
H  3.889  1.364  10.603  0.294
H  3.983  0.664  12.227  0.220
C  3.708  4.429  -7.147  -0.322
O  3.334  5.091  -5.941  -0.348
C  2.128  4.732  -5.473  0.814
O  1.382  3.931  -5.980  -0.558
O  1.898  5.416  -4.342  -0.379
C  0.641  5.123  -3.733  -0.588
H  4.695  4.789  -7.438  0.231
H  3.768  3.350  -6.991  0.018
H  3.006  4.663  -7.951  0.289
H  0.585  4.070  -3.452  0.252
H  -0.181  5.389  -4.400  0.286
H  0.560  5.726  -2.828  0.330

Forces on the atoms, in the same order (eV/Å):
C 1.2 0.2 -0.2
C 0.2 -0.1 0.1
C 0.5 1.6 0.4
N 1.0 -1.5 -0.9
Si 0.7 0.8 -0.3
O -2.4 0.6 0.5
Si 0.5 -1.9 0.2
C 0.1 -0.6 -0.9
C -1.4 -0.2 0.3
C 0.2 0.7 0.7
C -0.7 -0.5 -1.3
C 0.8 1.7 0.6
C -1.0 -1.3 0.6
O 2.5 -0.2 0.9
C 1.6 -0.1 2.4
C -1.3 0.1 -0.4
O -2.1 1.5 -3.7
P -0.6 3.3 2.6
O 0.8 -2.3 -1.5
H -0.5 -1.5 0.9
H -1.0 -0.4 -1.3
H 1.5 0.4 -0.2
H -1.6 -0.8 0.2
H 0.5 0.3 1.4
H -0.7 1.2 0.4
H -0.9 -0.6 -1.3
H -0.2 0.5 -0.8
H -0.1 -0.1 0.0
H 0.2 -0.1 0.0
H 0.3 0.2 0.0
H 1.4 -0.6 0.6
H 0.2 1.6 -0.6
H -1.1 -0.5 -1.0
H 0.5 1.6 0.9
H 0.9 -1.1 -0.9
H 0.9 0.7 0.9
H 0.4 0.0 1.7
H 0.3 -1.8 -0.5
H -0.7 -0.4 1.4
H -0.2 1.5 -0.2
H -1.1 1.1 -0.2
H 0.6 -0.1 -1.6
H 0.1 -1.3 -1.1
H 1.1 -0.9 1.1
H -1.6 -0.2 0.5
H 0.8 -0.4 0.0
H -0.6 -0.3 -0.7
C 0.2 -0.1 0.4
O -0.4 0.3 -0.6
C 0.2 -0.1 0.1
O 0.3 -0.2 -0.3
O 0.0 -0.1 0.4
C -0.2 0.2 -0.3
H -0.3 0.3 -0.2
H -0.2 -0.1 -0.1
H 0.0 0.2 0.0
H -0.1 -0.2 0.1
H 0.0 0.2 0.1
H 0.2 -0.1 0.2
C 0.3 0.3 0.0
O 0.0 -0.4 -0.1
C -0.2 0.1 0.0
O -0.3 0.1 0.1
O 0.2 0.3 0.1
C 0.0 -0.4 -0.2
H -0.2 -0.3 0.0
H 0.0 0.0 -0.2
H 0.1 -0.1 0.1
H 0.0 0.1 -0.2
H 0.1 0.0 0.2
H 0.0 0.3 0.1
C -0.1 0.0 -0.5
O 0.2 -0.3 0.3
C 0.0 0.2 0.0
O -0.1 0.3 0.2
O -0.1 0.0 -0.4
C 0.2 -0.3 0.3
H 0.1 0.0 0.3
H -0.1 -0.1 0.1
H 0.2 0.0 0.0
H -0.1 -0.1 -0.1
H 0.1 0.1 -0.1
H -0.1 0.2 -0.2
C -0.2 -0.1 -0.4
O 0.1 0.3 0.2
C 0.0 -0.1 0.0
O 0.1 -0.3 0.2
O -0.1 -0.2 -0.3
C 0.0 0.4 0.3
H 0.1 0.1 0.3
H 0.2 0.1 0.0
H -0.1 0.1 0.1
H 0.1 0.0 -0.2
H -0.2 0.0 0.0
H -0.1 -0.3 -0.1
C -0.3 0.1 -0.3
O 0.3 0.2 0.2
C 0.0 -0.1 0.0
O 0.1 -0.4 0.2
O -0.3 -0.1 -0.3
C 0.3 0.3 0.2
H 0.2 0.0 0.2
H 0.2 0.0 -0.1
H -0.1 0.2 0.1
H 0.0 0.0 -0.2
H -0.2 0.1 0.0
H -0.2 -0.2 -0.1
C 0.2 -0.2 -0.4
O -0.3 0.0 0.2
C 0.0 0.1 0.1
O 0.3 0.2 0.1
O 0.2 -0.1 -0.4
C -0.4 -0.1 0.3
H -0.1 0.1 0.3
H -0.2 0.1 -0.1
H 0.0 -0.2 0.1
H -0.1 0.1 -0.2
H 0.1 -0.2 0.0
H 0.3 0.0 -0.2

Output
Total charge = 0
LUMO level = 0.347 eV
HOMO = -0.3454 Eh
Spin multiplicity = 1
Maximum force = 4.522 eV Å⁻¹
Frontier orbital gap = 9.746 eV

[2]
The following is a DFT calculation (ωB97M-V/def2-TZVPD) of 5 unconnected molecules or ions with the total composition C29H65N7O5 in a non-equilibrium geometry.

Last column: Mulliken charge in e.
Element x y z (Å)
C  10.666  17.316  14.998  -1.725
C  9.184  17.165  14.599  1.005
C  8.933  18.027  13.355  -1.139
C  7.586  17.761  12.757  -0.799
C  7.464  16.290  12.396  -1.315
C  7.635  15.286  13.611  1.526
N  8.843  15.711  14.363  1.630
O  9.212  14.858  15.329  -0.510
C  6.433  15.192  14.550  -1.909
C  7.826  13.931  12.835  -1.947
C  8.332  17.625  15.815  -1.633
H  10.905  17.067  16.032  0.287
H  10.916  18.353  14.776  0.461
H  11.446  16.873  14.379  0.217
H  8.830  19.029  13.771  0.411
H  9.806  17.945  12.707  0.223
H  7.582  18.402  11.875  0.396
H  6.871  18.114  13.499  0.337
H  8.212  16.120  11.621  0.375
H  6.546  16.144  11.828  0.451
H  5.956  16.146  14.777  0.348
H  5.734  14.480  14.111  0.481
H  6.657  14.590  15.431  0.385
H  8.113  13.094  13.470  0.293
H  6.903  13.588  12.368  0.476
H  8.582  13.973  12.052  0.401
H  7.279  17.348  15.762  0.248
H  8.494  18.693  15.958  0.449
H  8.692  16.969  16.607  0.471
H  8.882  15.325  16.101  0.307
C  16.139  8.134  12.670  -1.650
C  15.412  9.455  12.505  1.110
C  16.148  10.362  11.495  -1.383
C  15.898  10.160  9.966  -0.635
C  14.444  10.232  9.925  -1.187
C  13.606  9.219  10.779  1.477
N  13.998  9.434  12.154  1.564
O  13.202  8.715  13.058  -0.647
C  12.096  9.646  10.636  -1.860
C  13.891  7.806  10.305  -1.837
C  15.539  10.207  13.812  -1.933
H  17.110  8.372  13.104  0.494
H  16.229  7.674  11.686  0.320
H  15.490  7.554  13.326  0.372
H  16.089  11.445  11.597  0.444
H  17.202  10.163  11.685  0.418
H  16.326  9.235  9.579  0.377
H  16.266  11.073  9.498  0.346
H  14.126  9.985  8.912  0.418
H  14.194  11.276  10.109  0.243
H  11.902  10.675  10.939  0.199
H  11.701  9.638  9.620  0.443
H  11.409  9.066  11.251  0.439
H  13.322  7.429  9.456  0.428
H  14.952  7.664  10.098  0.278
H  13.769  7.131  11.153  0.339
H  16.574  10.080  14.128  0.487
H  14.929  9.791  14.614  0.318
H  15.269  11.239  13.587  0.404
H  12.635  9.418  13.383  0.388
C  11.406  17.739  9.458  -1.456
C  12.902  18.168  9.679  0.929
C  13.811  16.945  9.412  -1.006
C  14.149  16.685  7.937  -1.014
C  14.776  17.894  7.281  -1.115
C  13.895  19.175  7.475  1.540
N  13.425  19.329  8.877  0.360
O  12.755  20.483  9.239  -0.464
C  14.915  20.419  7.191  -1.720
C  12.719  19.171  6.607  -1.900
C  13.098  18.526  11.226  -1.364
H  11.189  16.772  9.911  0.343
H  11.157  17.726  8.397  0.192
H  10.766  18.442  9.992  0.514
H  14.777  17.000  9.915  0.429
H  13.286  16.052  9.749  0.329
H  13.224  16.342  7.472  0.351
H  14.801  15.835  7.735  0.418
H  14.653  17.797  6.203  0.459
H  15.823  17.992  7.567  0.383
H  15.462  20.122  6.296  0.452
H  14.544  21.394  6.872  0.366
H  15.726  20.525  7.912  0.397
H  12.090  20.029  6.847  0.405
H  12.830  19.342  5.536  0.461
H  12.079  18.291  6.659  0.302
H  12.912  17.675  11.881  0.146
H  12.388  19.327  11.432  0.345
H  14.117  18.882  11.379  0.482
H  11.886  20.098  9.371  0.458
C  10.294  10.158  15.147  0.373
O  9.930  9.323  15.968  -0.760
N  9.402  10.839  14.481  -0.301
N  11.534  10.426  14.827  -0.289
H  9.737  11.568  13.867  0.544
H  8.413  10.675  14.603  0.154
H  11.808  11.099  14.126  0.243
H  12.091  10.104  15.606  0.149
C  11.786  13.297  12.884  0.763
O  10.902  12.462  13.006  -0.978
N  12.976  12.973  12.405  -0.117
N  11.585  14.600  12.999  -0.227
H  13.529  13.733  12.036  0.152
H  13.244  12.014  12.236  -0.056
H  10.707  14.839  13.438  -0.165
H  12.234  15.353  12.826  0.116

Forces on the atoms, in the same order (eV/Å):
C 0.3 0.6 -0.4
C -0.4 -1.5 0.5
C 0.0 -0.3 1.7
C 0.7 -0.2 -0.3
C -0.4 0.6 0.4
C 0.2 0.4 -1.4
N 0.6 1.7 -4.9
O 0.4 -0.6 1.8
C -0.4 -1.1 -0.7
C 0.3 -0.3 0.9
C 0.4 -0.6 -0.6
H -0.2 0.1 0.0
H -0.2 0.5 0.7
H -0.5 -0.8 -0.3
H 0.8 0.4 -0.2
H -0.2 0.0 -0.4
H -0.8 -0.1 -0.2
H -0.4 -0.1 -0.3
H 0.5 -0.4 0.3
H -0.4 -0.4 0.5
H 0.0 -0.2 0.1
H -0.6 0.5 -0.4
H 0.5 0.6 0.5
H 0.1 0.2 0.3
H -0.2 0.5 0.0
H 0.1 0.3 0.1
H 0.0 0.5 -0.5
H -0.1 -0.2 0.7
H 0.1 0.8 0.8
H -0.1 -0.8 1.1
C -0.8 0.1 -0.6
C -0.1 1.4 -0.2
C 1.9 -0.6 -1.3
C 0.8 -0.1 2.4
C -2.5 -0.9 -1.6
C -0.4 1.4 -0.8
N 0.0 1.2 -0.2
O 0.4 -0.5 -0.1
C 0.2 -0.1 0.1
C 0.4 -0.9 0.5
C 0.0 -0.1 0.3
H 0.0 -0.5 0.0
H 0.3 -0.4 0.3
H 0.4 -0.4 0.1
H -0.7 0.0 0.8
H 0.3 0.1 0.1
H 0.1 0.2 -0.2
H 0.5 -0.5 -0.4
H -0.3 0.4 -0.4
H -0.6 0.0 0.2
H 0.5 0.2 0.3
H 0.4 -0.5 -0.2
H 0.2 -0.4 0.0
H -0.1 0.3 0.0
H 0.0 0.2 -0.4
H -0.6 -0.1 0.0
H 0.0 0.6 0.2
H -0.2 0.0 -0.1
H 0.1 0.1 0.6
H -0.5 -0.3 0.6
C 0.7 0.9 0.0
C 1.3 -0.5 0.7
C 0.5 -0.5 -0.8
C -0.6 -0.1 0.0
C -1.9 0.6 -0.2
C 2.2 2.0 1.7
N 1.9 -3.0 1.5
O -0.6 0.3 -0.5
C -0.3 -1.4 -1.1
C -2.0 0.8 -1.9
C -0.4 0.2 -1.7
H 0.2 -0.1 -0.1
H -0.2 -0.1 0.2
H -0.3 0.2 -0.2
H -0.1 0.4 0.5
H 0.0 0.0 0.4
H -0.2 0.5 -0.5
H 0.2 -0.2 0.7
H 0.8 -0.3 -0.2
H -0.1 0.3 0.1
H 0.0 -0.3 -0.3
H -0.7 -0.1 0.7
H -0.5 -0.1 0.5
H -0.2 0.0 0.4
H 0.8 -0.2 -0.2
H 0.2 -0.2 0.3
H -0.2 -0.1 -0.1
H 0.1 0.0 0.5
H -0.1 0.0 0.0
H -0.9 0.9 0.0
C -3.3 -1.5 1.0
O 0.9 -0.5 0.8
N -2.3 1.8 -1.9
N 3.6 -0.6 0.5
H -0.5 0.0 0.0
H 0.5 -0.1 0.1
H -0.2 0.3 0.5
H 0.9 0.3 -0.6
C -0.3 -0.2 -1.7
O -0.3 -0.3 0.6
N 2.3 -0.2 -0.5
N -1.2 1.8 0.8
H 0.3 -0.5 0.1
H -0.1 0.0 -0.1
H -0.3 0.4 0.0
H 0.1 -0.6 0.1

Output
Total charge = 0
LUMO level = 0.111 eV
HOMO = -0.3023 Eh
Spin multiplicity = 1
Maximum force = 5.189 eV Å⁻¹
Frontier orbital gap = 8.338 eV
Energy above the lowest of the compared OMol25 structures with the same formula, charge and spin = 2.271 eV